# 1
# C17H19N3O4S

A single C17H19N3O4S molecule in a non-equilibrium geometry (ωB97M-V/def2-TZVPD, OMol25).

**SMILES**: CCCc1cc(=O)[nH]c(SCC(=O)NCc2ccc3c(c2)OCO3)n1
**Orbital gap**: 8.56 eV
**LUMO**: 0.01461 Ha
**HOMO energy**: -8.163 eV
**Max |F|**: 1.27 eV/A
**Energy relative to the best compared isomer or geometry (same formula, charge and spin)**: 18.8 kcal/mol

The geometry in ORCA input format:
```
! RIJCOSX wB97M-V def2-TZVPD def2/J DEFGRID3
* xyz 0 1
C 0.4066 1.0704 -2.4895
C 1.0726 -0.2843 -2.6745
C 0.0560 -1.4348 -2.6337
C -0.3588 -1.7718 -1.2358
C 0.3974 -2.5639 -0.4272
C -0.0497 -2.9388 0.8855
O 0.5047 -3.6446 1.6975
N -1.3149 -2.3942 1.1927
C -1.9764 -1.5850 0.3426
S -3.5371 -0.9899 0.9003
C -3.7408 0.4340 -0.2046
C -2.7141 1.5382 0.0523
O -2.3246 2.2455 -0.8466
N -2.3468 1.6714 1.3420
C -1.1877 2.4503 1.7334
C 0.0630 1.6060 1.6528
C 0.1736 0.4584 2.4258
C 1.2730 -0.3917 2.3353
C 2.2539 -0.0435 1.4392
C 2.1554 1.1142 0.6654
C 1.0706 1.9507 0.7499
O 3.2654 1.2255 -0.1276
C 4.0697 0.1052 0.1744
O 3.4238 -0.6868 1.1466
N -1.5525 -1.2551 -0.8259
H 1.1577 1.8535 -2.4248
H -0.2496 1.2911 -3.3278
H -0.1923 1.0883 -1.5838
H 1.8200 -0.4419 -1.8947
H 1.5872 -0.3053 -3.6375
H 0.5013 -2.3243 -3.0836
H -0.8280 -1.1500 -3.2044
H 1.3444 -2.9613 -0.7539
H -1.7156 -2.6432 2.0899
H -4.7501 0.8091 -0.0318
H -3.6428 0.0909 -1.2334
H -2.6699 0.9751 1.9991
H -1.3495 2.8190 2.7496
H -1.1164 3.2944 1.0455
H -0.6097 0.2150 3.1292
H 1.3560 -1.2855 2.9299
H 0.9981 2.8346 0.1398
H 4.2329 -0.4895 -0.7389
H 5.0441 0.4443 0.5617
*
```



# 2
# C3H4Cl2OS

A 2-piece molecular cluster, C3H4Cl2OS overall in a non-equilibrium geometry (ωB97M-V/def2-TZVPD, OMol25).

**Orbital gap**: 8.83 eV
**LUMO**: -0.01043 Ha
**HOMO energy**: -9.117 eV
**Max |F|**: 3.11 eV/A
**Energy relative to the best compared isomer or geometry (same formula, charge and spin)**: 55.8 kcal/mol

The geometry in ORCA input format:
```
! RIJCOSX wB97M-V def2-TZVPD def2/J DEFGRID3
* xyz 0 1
C 2.2480 0.4759 0.0034
C -1.9362 0.4371 0.1167
C -0.3198 -1.8098 -0.8194
O 1.5067 0.9770 0.7709
S -1.2939 -0.5086 -1.2842
Cl 3.9624 0.7612 -0.0391
Cl -0.0382 -2.0003 0.8387
H -1.5587 -0.1251 1.1227
H -3.1305 0.4936 0.0163
H -1.5004 1.4421 0.0614
H 2.0606 -0.1432 -0.7875
*
```



# 3
# C7H11NO3Si

A single C7H11NO3Si molecule in a non-equilibrium geometry (ωB97M-V/def2-TZVPD, OMol25).

**SMILES**: CO[Si](C)(C)OC1=NC(=O)C=C1
**Orbital gap**: 8.94 eV
**LUMO**: 0.00016 Ha
**HOMO energy**: -8.940 eV
**Max |F|**: 5.56 eV/A
**Energy relative to the best compared isomer or geometry (same formula, charge and spin)**: 17.0 kcal/mol

The geometry in ORCA input format:
```
! RIJCOSX wB97M-V def2-TZVPD def2/J DEFGRID3
* xyz 0 1
C -0.1550 2.2925 -0.8417
O 0.2676 0.9300 -0.5519
Si -0.5045 -0.3918 0.0570
C -1.7202 -1.3621 -0.8769
C -0.8750 -0.2992 1.9789
O 1.0046 -1.2295 -0.2592
C 2.0910 -0.5421 -0.2361
N 2.2736 0.6850 0.1644
C 3.6307 0.8440 0.2282
O 4.1927 1.6350 0.9305
C 4.2691 -0.2960 -0.4672
C 3.3701 -1.2387 -0.6415
H 0.7958 2.7720 -0.6427
H -0.6309 2.4253 -1.8693
H -1.0917 2.5874 -0.2345
H -2.7599 -1.0555 -0.7115
H -1.5398 -1.3723 -1.9041
H -1.5909 -2.4628 -0.7041
H -1.9235 -0.0627 2.2271
H -0.6473 -1.3569 2.3462
H -0.3232 0.4477 2.4533
H 5.2873 -0.3952 -0.5461
H 3.2709 -2.3501 -0.8399
*
```



# 4
# C4H7NO

A single C4H7NO molecule (ωB97M-V/def2-TZVPD, OMol25).

**SMILES**: CC1=CONC1
**Orbital gap**: 8.88 eV
**LUMO**: 0.03518 Ha
**HOMO energy**: -7.925 eV
**Max |F|**: 0.93 eV/A
**Energy relative to the best compared isomer or geometry (same formula, charge and spin)**: 70.1 kcal/mol

The geometry in ORCA input format:
```
! RIJCOSX wB97M-V def2-TZVPD def2/J DEFGRID3
* xyz 0 1
C 1.6182 -0.6181 0.4502
C 0.2113 -0.2770 0.1138
C -0.8171 -1.0880 -0.0696
O -1.9348 -0.4967 -0.5812
N -1.5777 0.8664 -0.8879
C -0.2654 1.1191 -0.1981
H 1.7095 -1.6884 0.6584
H 2.2567 -0.3838 -0.4131
H 1.9872 -0.0467 1.3098
H -0.9126 -2.1511 0.1313
H -2.3146 1.3883 -0.4118
H -0.3977 1.6955 0.7393
H 0.4370 1.6803 -0.8410
*
```



# 5
# BrClOS

A 2-piece molecular cluster, BrClOS overall in a non-equilibrium geometry (ωB97M-V/def2-TZVPD, OMol25).

**Orbital gap (spin up / spin down)**: 8.19 / 6.23 eV
**LUMO (spin up / spin down)**: -0.09489 / -0.13026 Ha
**HOMO energy (spin up / spin down)**: -10.777 / -9.772 eV
**Max |F|**: 2.15 eV/A
**Energy relative to the best compared isomer or geometry (same formula, charge and spin)**: 37.5 kcal/mol

The geometry in ORCA input format:
```
! RIJCOSX wB97M-V def2-TZVPD def2/J DEFGRID3
* xyz 0 1
O 0.2688 0.4032 -1.0955
S 0.6381 0.5181 0.2762
Cl -1.7669 -0.8235 1.4391
Br 1.5298 -1.2794 1.0373
*
```



# 6
# C8H8N2

A single C8H8N2 molecule in a non-equilibrium geometry (ωB97M-V/def2-TZVPD, OMol25).

**SMILES**: C1=CC(n2cccn2)C=C1
**Orbital gap**: 9.34 eV
**LUMO**: 0.02928 Ha
**HOMO energy**: -8.544 eV
**Max |F|**: 4.78 eV/A
**Energy relative to the best compared isomer or geometry (same formula, charge and spin)**: 83.1 kcal/mol

The geometry in ORCA input format:
```
! RIJCOSX wB97M-V def2-TZVPD def2/J DEFGRID3
* xyz 0 1
C -2.2597 -0.5434 -0.9676
C -1.2996 0.3538 -1.1857
C -0.7091 0.6653 0.0744
N 0.7399 0.2739 0.1671
C 1.7408 1.0927 0.2839
C 2.9081 0.2756 0.2263
C 2.3486 -0.9918 -0.0149
N 1.0049 -0.9653 -0.0962
C -1.4514 -0.2264 1.0992
C -2.5041 -0.7309 0.4472
H -2.7344 -0.9238 -1.8271
H -0.9065 0.7949 -2.0879
H -0.7919 1.7293 0.5009
H 1.5054 2.1443 0.4961
H 3.9100 0.5091 0.3717
H 3.0084 -1.8416 -0.1892
H -1.1612 -0.2698 2.1141
H -3.3484 -1.3459 0.5879
*
```



# 7
# C33H43N8O2PZr

C33H43N8O2PZr as an isolated structure in a non-equilibrium geometry (ωB97M-V/def2-TZVPD, OMol25).

**Orbital gap**: 6.51 eV
**LUMO**: -0.01210 Ha
**HOMO energy**: -6.835 eV
**Max |F|**: 1.00 eV/A
**Energy relative to the best compared isomer or geometry (same formula, charge and spin)**: 0.0 kcal/mol

The geometry in ORCA input format:
```
! RIJCOSX wB97M-V def2-TZVPD def2/J DEFGRID3
* xyz 0 1
Zr -1.5595 -0.5375 0.7523
O -2.5672 -4.6553 2.0657
C -2.2683 -3.4930 1.9168
N -2.2059 -2.7519 0.7561
C -2.4923 -3.3893 -0.4317
O -2.5595 -4.5732 -0.6648
C -2.7496 -2.4137 -1.5625
C -3.0739 -2.8817 -2.8217
C -3.3386 -1.9661 -3.8252
C -3.2764 -0.6077 -3.5402
C -2.9255 -0.2168 -2.2635
N -2.6565 -1.1004 -1.3002
C -1.9807 -2.6594 3.1449
C -2.1289 -3.1997 4.4077
C -1.9081 -2.3908 5.5092
C -1.5515 -1.0622 5.3169
C -1.4308 -0.5934 4.0243
N -1.6423 -1.3790 2.9616
H -3.1176 -3.9508 -2.9743
H -3.6000 -2.3016 -4.8205
H -3.4950 0.1321 -4.2970
H -2.8567 0.8265 -1.9813
H -2.4204 -4.2367 4.4919
H -2.0222 -2.7838 6.5111
H -1.3828 -0.3985 6.1527
H -1.1842 0.4369 3.8045
N 0.4634 -0.2452 0.6798
P 1.5421 0.3223 -0.2684
N 1.1332 1.8026 -0.9396
C 0.5345 2.7631 0.0123
C 0.1413 4.0309 -0.7280
C 1.3766 4.7540 -1.2878
C 2.4971 3.7537 -1.6044
C 1.9035 2.4171 -2.0322
N 1.8709 -0.5591 -1.6710
C 0.7832 -0.6524 -2.6480
C 1.3163 -1.1319 -3.9911
C 2.0257 -2.4746 -3.8376
C 3.0909 -2.3944 -2.7464
C 2.4871 -1.8714 -1.4497
N 3.0249 0.3820 0.4802
C 4.2670 0.7010 -0.2264
C 5.4361 -0.0354 0.4137
C 5.6412 0.4191 1.8660
C 4.3011 0.7956 2.5197
C 3.1544 0.0121 1.8985
H 1.2390 3.0192 0.8189
H -0.3334 2.3051 0.4804
H -0.4200 4.6834 -0.0585
H -0.5369 3.7549 -1.5405
H 1.7386 5.4931 -0.5700
H 1.1011 5.3020 -2.1919
H 3.1118 3.5902 -0.7162
H 3.1564 4.1419 -2.3826
H 2.6745 1.7250 -2.3629
H 1.2454 2.5855 -2.8951
H 0.3050 0.3212 -2.7449
H 0.0193 -1.3653 -2.2947
H 2.0142 -0.3830 -4.3784
H 0.4899 -1.2138 -4.7018
H 2.4688 -2.7888 -4.7847
H 1.2885 -3.2361 -3.5590
H 3.8944 -1.7209 -3.0614
H 3.5316 -3.3785 -2.5717
H 3.2499 -1.7809 -0.6770
H 1.7385 -2.5903 -1.0830
H 4.4727 1.7784 -0.2092
H 4.1644 0.4073 -1.2721
H 6.3410 0.1279 -0.1735
H 5.2269 -1.1082 0.3839
H 6.3187 1.2749 1.8974
H 6.1213 -0.3830 2.4301
H 4.0998 1.8619 2.3834
H 4.3325 0.6134 3.5950
H 2.2106 0.2246 2.3929
H 3.3378 -1.0650 2.0105
N -2.6123 0.9665 1.1576
C -3.9212 1.2022 1.5053
C -4.4964 2.4851 1.4210
C -5.8256 2.7074 1.7446
C -6.6382 1.6665 2.1770
C -6.0928 0.3947 2.2778
C -4.7662 0.1615 1.9501
H -3.8624 3.2991 1.0897
H -6.2359 3.7077 1.6626
H -7.6752 1.8426 2.4319
H -6.7124 -0.4296 2.6137
H -4.3602 -0.8416 2.0334
*
```



# 8
# C9H10IN4

An isolated ion of composition C9H10IN4 and charge +1 in a non-equilibrium geometry (ωB97M-V/def2-TZVPD, OMol25).

**SMILES**: Cn1/c(=N/C=[NH2+])n(I)c2ccccc21
**Orbital gap**: 7.57 eV
**LUMO**: -0.16285 Ha
**HOMO energy**: -11.998 eV
**Max |F|**: 4.33 eV/A
**Energy relative to the best compared isomer or geometry (same formula, charge and spin)**: 0.0 kcal/mol

The geometry in ORCA input format:
```
! RIJCOSX wB97M-V def2-TZVPD def2/J DEFGRID3
* xyz 1 1
C 1.8662 0.4922 -1.1230
N 0.5359 0.2345 -0.7163
C 0.0467 -0.9800 -0.3104
N 0.3247 -2.1020 -0.9586
C 0.6428 -3.2460 -0.4663
N 0.7285 -4.3602 -1.2455
N -0.9338 -0.7535 0.6437
I -2.2812 -2.2018 1.1929
C -1.0439 0.6068 0.8141
C -1.8473 1.4328 1.6880
C -1.5182 2.7757 1.6543
C -0.5762 3.3590 0.7764
C 0.2207 2.5973 -0.0325
C -0.0852 1.2171 -0.0359
H 2.3136 1.3269 -0.5146
H 2.4029 -0.4520 -1.2256
H 1.7381 0.8934 -2.1179
H 0.8482 -3.3445 0.5918
H 0.3074 -5.2087 -0.8467
H 0.4917 -4.2371 -2.1969
H -2.4806 1.0237 2.3660
H -2.0510 3.6087 2.0100
H -0.5394 4.3858 0.8781
H 0.8894 2.9317 -0.8249
*
```